Entry 1:
# C32H24NO4P2S5SbTl

A structure of composition C32H24NO4P2S5SbTl (ωB97M-V/def2-TZVPD, OMol25).

Calculated values
Total charge = -2
Gap between HOMO and LUMO (spin up / spin down) = 5.30 / 5.78 eV
2S+1 = 2
HOMO energy (spin up / spin down) = -1.381 / -1.905 eV

Element x y z (Å)
Tl -1.22 0.60 3.54
O -4.83 1.87 7.31
C -3.97 1.71 6.26
O -2.93 1.14 6.41
C -4.49 2.30 4.99
C -5.73 2.89 4.92
C -6.15 3.38 3.69
C -5.31 3.25 2.60
C -4.06 2.64 2.77
N -3.67 2.18 3.95
C -3.12 2.53 1.55
O -3.65 2.80 0.47
O -1.93 2.22 1.80
H -4.40 1.43 8.05
H -6.36 2.96 5.80
H -7.12 3.85 3.59
H -5.57 3.58 1.61
S -2.49 -0.50 -2.04
P -0.55 -0.66 -1.71
C -0.11 -1.27 -0.12
P 1.42 -1.27 0.72
S 1.38 -1.65 2.65
C 2.36 0.27 0.41
C 3.11 0.48 -0.74
C 3.78 1.67 -0.95
C 3.73 2.67 0.01
C 3.01 2.46 1.18
C 2.34 1.27 1.38
C 2.56 -2.52 -0.03
C 2.05 -3.55 -0.82
C 2.90 -4.53 -1.32
C 4.26 -4.48 -1.05
C 4.77 -3.46 -0.26
C 3.92 -2.49 0.25
C 0.14 0.99 -2.04
C 0.65 1.36 -3.28
C 1.00 2.69 -3.52
C 0.83 3.64 -2.53
C 0.28 3.28 -1.31
C -0.07 1.96 -1.06
C 0.14 -1.82 -2.96
C -0.65 -2.91 -3.31
C -0.14 -3.92 -4.11
C 1.16 -3.85 -4.59
C 1.95 -2.76 -4.26
C 1.45 -1.76 -3.43
H 3.18 -0.31 -1.48
H 4.34 1.82 -1.86
H 4.25 3.61 -0.15
H 2.98 3.23 1.94
H 1.80 1.09 2.30
H 0.99 -3.58 -1.04
H 2.49 -5.32 -1.94
H 4.92 -5.24 -1.46
H 5.83 -3.42 -0.04
H 4.31 -1.71 0.89
H 0.75 0.64 -4.07
H 1.40 2.97 -4.49
H 1.10 4.67 -2.72
H 0.09 4.02 -0.54
H -0.58 1.70 -0.14
H -1.67 -2.95 -2.94
H -0.77 -4.77 -4.36
H 1.55 -4.63 -5.23
H 2.97 -2.70 -4.62
H 2.09 -0.94 -3.16
S -4.80 -3.32 0.27
Sb -3.33 -1.68 0.87
S -3.41 -1.15 3.17
S -1.13 -2.68 0.33

Entry 2:
# C32H25ClIrN3O9S

A structure of composition C32H25ClIrN3O9S (ωB97M-V/def2-TZVPD, OMol25).

Calculated values
Gap between HOMO and LUMO = 7.39 eV
HOMO energy = -8.129 eV

Element x y z (Å)
Ir -0.96 -1.15 -0.52
C 5.98 0.09 2.36
C 4.68 -0.59 2.05
C 4.66 -1.87 1.50
C 3.46 -2.52 1.23
C 2.27 -1.86 1.51
C 2.26 -0.59 2.06
C 3.47 0.03 2.33
S 0.75 -2.64 1.12
O 0.84 -4.02 1.49
O -0.32 -1.77 1.64
N 0.49 -2.42 -0.46
C 0.69 -3.16 -1.62
C 1.51 -4.23 -1.81
C 1.62 -4.80 -3.10
C 0.92 -4.30 -4.17
C 0.05 -3.20 -3.99
C -0.73 -2.62 -5.02
C -1.55 -1.57 -4.74
C -1.64 -1.08 -3.43
N -0.93 -1.60 -2.46
C -0.07 -2.65 -2.71
H 6.81 -0.39 1.85
H 6.18 0.07 3.43
H 5.95 1.14 2.06
H 5.59 -2.37 1.28
H 3.45 -3.52 0.82
H 1.32 -0.11 2.28
H 3.47 1.03 2.77
H 2.07 -4.65 -0.99
H 2.27 -5.65 -3.24
H 1.02 -4.74 -5.15
H -0.65 -3.02 -6.02
H -2.15 -1.11 -5.51
H -2.27 -0.25 -3.17
O -3.91 -3.45 0.98
C -3.29 -2.50 0.55
O -2.36 -2.59 -0.37
C -3.66 -1.10 1.03
C -4.60 -1.00 2.06
C -5.06 0.23 2.49
C -4.63 1.40 1.88
C -3.71 1.30 0.86
C -3.21 0.07 0.45
N -3.27 2.51 0.14
O -3.78 3.56 0.46
O -2.49 2.36 -0.78
H -4.95 -1.92 2.50
H -5.78 0.29 3.30
H -5.00 2.38 2.17
H -2.46 0.18 -0.34
C -0.89 5.42 -0.60
C -0.57 4.55 0.57
C -1.14 4.77 1.82
C -0.86 3.93 2.88
Cl -1.63 4.21 4.42
C 0.01 2.86 2.73
C 0.59 2.64 1.50
C 0.30 3.46 0.42
O 0.83 3.32 -0.83
C 1.68 2.22 -1.13
C 0.87 0.98 -1.50
O 0.71 0.66 -2.67
O 0.42 0.34 -0.46
H -1.57 6.22 -0.31
H -1.35 4.83 -1.39
H 0.02 5.86 -1.02
H -1.82 5.59 1.95
H 0.22 2.21 3.57
H 1.24 1.79 1.36
H 2.37 2.01 -0.32
H 2.24 2.53 -2.02

Entry 3:
# C32H26AuF6N2O3

A structure of composition C32H26AuF6N2O3 (ωB97M-V/def2-TZVPD, OMol25).

Calculated values
Total charge = -1
Gap between HOMO and LUMO (spin up / spin down) = 5.68 / 6.76 eV
2S+1 = 3
HOMO energy (spin up / spin down) = -3.188 / -5.424 eV

Element x y z (Å)
Au -0.04 -0.66 1.25
O 0.88 6.05 -2.25
C 0.85 6.15 -0.90
O 1.00 7.24 -0.41
C 0.62 4.91 -0.13
C 0.58 5.00 1.26
C 0.37 3.89 2.06
C 0.19 2.61 1.49
C 0.22 2.53 0.08
C 0.43 3.64 -0.70
N -0.02 1.46 2.19
C 0.04 1.40 3.53
C -0.31 0.23 4.25
C -0.11 0.15 5.65
C -0.43 -1.00 6.32
C -0.96 -2.09 5.62
C -1.13 -1.94 4.25
N -0.83 -0.83 3.58
H 0.75 5.13 -2.52
H 0.71 5.98 1.71
H 0.33 4.02 3.13
H 0.09 1.55 -0.38
H 0.45 3.49 -1.78
H 0.37 2.25 4.12
H 0.32 1.00 6.17
H -0.26 -1.08 7.39
H -1.22 -3.02 6.11
H -1.54 -2.76 3.66
C -2.31 0.63 -6.12
C -2.02 1.73 -5.33
C -1.90 1.59 -3.96
C -2.07 0.36 -3.32
C -2.38 -0.74 -4.14
C -2.49 -0.60 -5.51
C -2.00 0.32 -1.85
C -1.87 -0.72 -1.00
C -1.48 -2.10 -1.44
C -0.39 -2.28 -2.28
C 0.03 -3.55 -2.65
C -0.65 -4.67 -2.17
C -1.74 -4.50 -1.33
C -2.15 -3.23 -0.97
H -2.41 0.74 -7.19
H -1.87 2.71 -5.79
H -1.68 2.46 -3.34
H -2.54 -1.71 -3.69
H -2.74 -1.47 -6.12
H -2.13 1.29 -1.38
H 0.15 -1.41 -2.64
H 0.88 -3.67 -3.30
H -0.31 -5.66 -2.45
H -2.27 -5.37 -0.95
H -3.01 -3.11 -0.31
C -1.98 -0.50 0.45
H -2.45 -1.31 1.01
H -2.40 0.47 0.72
C 2.83 -1.74 -0.47
C 2.91 -1.55 1.05
O 1.73 -1.76 1.69
C 3.92 -2.60 1.60
F 5.09 -2.64 0.94
F 4.21 -2.40 2.90
F 3.39 -3.83 1.50
C 3.46 -0.13 1.34
F 3.34 0.22 2.62
F 2.79 0.79 0.62
F 4.77 0.02 1.01
H 2.50 -2.76 -0.67
H 3.79 -1.55 -0.97
H 2.08 -1.05 -0.85

Entry 4:
# C32H26BCo2O5P

A structure of composition C32H26BCo2O5P at a distorted geometry (ωB97M-V/def2-TZVPD, OMol25).

Calculated values
Total charge = +2
Gap between HOMO and LUMO = 4.94 eV
HOMO energy = -14.518 eV

Element x y z (Å)
O 5.71 -8.93 2.04
C 6.04 -7.82 1.87
Co 6.50 -6.26 1.17
C 7.99 -6.52 0.28
O 8.92 -6.77 -0.35
C 5.41 -6.28 -0.19
O 4.70 -6.35 -1.10
C 5.92 -4.78 2.37
C 4.91 -5.11 3.27
C 3.57 -4.87 3.41
C 2.67 -5.83 4.03
C 1.31 -5.83 3.67
C 0.41 -6.71 4.25
C 0.84 -7.59 5.25
C 2.19 -7.63 5.61
C 3.11 -6.77 5.00
Co 6.52 -5.87 3.65
C 6.32 -7.40 4.53
O 6.35 -8.40 5.12
C 8.21 -6.21 3.17
O 9.36 -6.43 3.16
P 6.98 -4.66 5.43
C 6.94 -5.51 7.06
C 6.08 -5.14 8.11
C 6.11 -5.85 9.32
C 7.01 -6.90 9.49
C 7.88 -7.26 8.46
C 7.85 -6.57 7.25
C 8.65 -3.88 5.46
C 9.41 -3.74 6.63
C 10.66 -3.12 6.59
C 11.15 -2.61 5.38
C 10.39 -2.73 4.21
C 9.15 -3.37 4.25
C 5.85 -3.23 5.71
C 6.26 -1.89 5.60
C 5.32 -0.86 5.68
C 3.96 -1.17 5.87
C 3.55 -2.49 5.99
C 4.50 -3.51 5.94
H 6.09 -3.76 2.00
H 3.20 -3.84 3.25
H 1.01 -5.15 2.87
H -0.62 -6.72 3.91
H 0.13 -8.26 5.73
H 2.55 -8.33 6.37
H 4.17 -6.84 5.23
H 5.40 -4.29 8.01
H 5.43 -5.55 10.12
H 7.04 -7.44 10.44
H 8.58 -8.08 8.58
H 8.55 -6.83 6.45
H 9.02 -4.11 7.59
H 11.25 -3.03 7.50
H 12.11 -2.12 5.34
H 10.75 -2.33 3.26
H 8.55 -3.47 3.33
H 7.32 -1.65 5.46
H 5.64 0.17 5.60
H 3.22 -0.37 5.91
H 2.50 -2.75 6.12
H 4.18 -4.55 6.06
H 2.89 -4.84 1.56
B 2.09 -4.26 0.72
H 0.93 -4.31 1.14
H 2.45 -3.08 0.62
H 2.14 -4.82 -0.37

Entry 5:
# C32H26BrIrN7O2S

A structure of composition C32H26BrIrN7O2S at a distorted geometry (ωB97M-V/def2-TZVPD, OMol25).

Calculated values
Total charge = +2
Gap between HOMO and LUMO (spin up / spin down) = 5.87 / 5.45 eV
2S+1 = 2
HOMO energy (spin up / spin down) = -13.081 / -13.074 eV

Element x y z (Å)
Ir 0.07 0.01 0.83
C 4.27 -3.97 0.12
C 3.40 -3.60 -1.07
N 3.32 -2.15 -1.28
C 2.39 -1.34 -0.79
S 1.09 -2.04 0.16
N 2.48 -0.07 -1.08
N 1.48 0.70 -0.61
C 1.37 1.90 -1.08
C 2.50 2.64 -1.70
C 0.00 2.40 -1.07
C -0.37 3.58 -1.71
C -1.71 3.90 -1.83
C -2.66 3.03 -1.31
C -2.23 1.90 -0.64
N -0.93 1.61 -0.50
H 4.37 -5.06 0.18
H 3.83 -3.62 1.06
H 5.27 -3.55 0.02
H 2.39 -3.99 -0.94
H 3.82 -4.03 -1.98
H 4.07 -1.70 -1.79
H 3.40 2.03 -1.69
H 2.69 3.57 -1.15
H 2.28 2.92 -2.73
H 0.40 4.21 -2.13
H -2.01 4.81 -2.32
H -3.72 3.22 -1.42
H -2.93 1.21 -0.21
O 3.55 4.98 5.65
N 2.64 4.99 4.87
O 1.91 5.93 4.64
C 2.41 3.73 4.11
C 3.41 2.83 4.13
C 3.29 1.58 3.45
C 4.31 0.62 3.46
C 4.10 -0.58 2.85
C 2.87 -0.81 2.21
N 1.92 0.10 2.13
C 2.12 1.30 2.75
C 1.06 2.25 2.73
N -0.05 1.88 2.07
C -1.11 2.66 2.11
C -1.09 3.90 2.74
C 0.05 4.32 3.37
C 1.17 3.47 3.40
H 4.30 3.06 4.69
H 5.24 0.83 3.98
H 4.85 -1.36 2.85
H 2.66 -1.77 1.78
H -2.01 2.30 1.64
H -1.98 4.52 2.74
H 0.09 5.29 3.84
Br -1.84 -1.30 -0.76
C -2.77 -1.95 0.77
C -3.90 -2.67 0.54
C -4.64 -3.16 1.63
C -4.20 -2.90 2.90
C -3.02 -2.17 3.14
C -2.58 -1.93 4.46
C -1.42 -1.25 4.69
C -0.64 -0.80 3.61
C -1.05 -0.92 2.30
C -2.25 -1.67 2.05
H -4.24 -2.86 -0.48
H -5.54 -3.72 1.46
H -4.77 -3.26 3.75
H -3.18 -2.31 5.28
H -1.08 -1.07 5.70
H 0.30 -0.33 3.84

Entry 6:
# C32H26BrMoN5O3PS

A structure of composition C32H26BrMoN5O3PS (ωB97M-V/def2-TZVPD, OMol25).

Calculated values
Total charge = +3
Gap between HOMO and LUMO = 6.62 eV
HOMO energy = -15.382 eV

Element x y z (Å)
Mo 1.87 1.05 1.93
N -2.46 0.37 1.50
C -1.26 0.85 1.86
S -0.02 -0.37 2.22
N -1.03 2.11 1.96
N 0.26 2.39 2.41
C 0.32 3.53 3.03
C 1.47 4.11 3.65
C 1.38 5.38 4.25
C 2.48 5.93 4.86
C 3.69 5.22 4.88
C 3.80 3.98 4.30
C 2.68 3.43 3.68
O 2.75 2.21 3.11
H -2.65 -0.61 1.50
H -3.24 1.01 1.47
H -0.62 4.07 3.09
H 0.44 5.91 4.23
H 2.42 6.90 5.33
H 4.55 5.66 5.37
H 4.73 3.43 4.31
N 4.15 -1.28 2.70
P 2.55 -1.12 3.17
C 2.51 -0.55 4.87
C 1.29 -0.43 5.54
C 1.27 0.03 6.85
C 2.46 0.38 7.48
C 3.67 0.26 6.81
C 3.70 -0.20 5.50
C 1.83 -2.72 2.96
C 1.75 -3.24 1.66
C 1.25 -4.51 1.47
C 0.82 -5.26 2.56
C 0.90 -4.74 3.85
C 1.40 -3.47 4.06
C 4.77 -0.35 1.88
C 6.12 -0.47 1.55
C 6.68 0.48 0.74
C 5.89 1.53 0.26
C 4.57 1.58 0.62
N 4.00 0.64 1.42
H 4.65 -2.13 2.91
H 0.36 -0.69 5.06
H 0.33 0.11 7.38
H 2.45 0.73 8.50
H 4.60 0.52 7.31
H 4.65 -0.29 4.99
H 2.08 -2.66 0.81
H 1.19 -4.93 0.47
H 0.43 -6.26 2.41
H 0.57 -5.33 4.69
H 1.47 -3.07 5.06
H 6.70 -1.29 1.95
H 7.73 0.42 0.47
H 6.30 2.30 -0.39
H 3.92 2.36 0.26
Br -5.25 5.35 -10.58
C -4.41 4.72 -9.05
C -3.58 5.59 -8.33
C -2.95 5.14 -7.19
C -3.18 3.80 -6.79
C -4.02 2.93 -7.51
C -4.63 3.40 -8.64
C -2.55 3.33 -5.65
O -2.04 2.94 -4.73
O 1.67 1.28 0.31
H -3.43 6.60 -8.67
H -2.30 5.79 -6.63
H -4.18 1.91 -7.19
H -5.28 2.76 -9.22

Entry 7:
# C32H26BrN4S3Sr

A structure of composition C32H26BrN4S3Sr (ωB97M-V/def2-TZVPD, OMol25).

Calculated values
Total charge = +1
Gap between HOMO and LUMO = 8.16 eV
HOMO energy = -10.342 eV

Element x y z (Å)
Sr 0.23 -0.18 -0.20
C -2.86 -0.10 2.08
C -2.74 -1.39 1.58
C -2.99 -1.65 0.24
C -3.35 -0.61 -0.61
C -3.46 0.69 -0.12
C -3.22 0.94 1.23
H -2.71 0.08 3.13
H -2.48 -2.20 2.25
H -2.92 -2.66 -0.14
H -3.56 -0.81 -1.66
H -3.76 1.49 -0.78
H -3.34 1.94 1.62
S 3.35 0.19 -4.01
C 4.20 0.95 -2.70
C 5.44 1.58 -2.71
C 5.92 2.08 -1.51
C 5.18 1.96 -0.33
C 3.94 1.34 -0.33
C 3.45 0.84 -1.54
N 2.22 0.19 -1.70
C 2.05 -0.23 -2.93
C 0.92 -1.08 -3.36
C 0.97 -1.62 -4.65
C -0.01 -2.50 -5.07
C -1.03 -2.83 -4.19
C -1.07 -2.26 -2.92
C -0.12 -1.35 -2.44
H 6.02 1.67 -3.62
H 6.89 2.57 -1.48
H 5.58 2.35 0.60
H 3.37 1.24 0.58
H 1.78 -1.38 -5.33
H 0.03 -2.94 -6.06
H -1.80 -3.53 -4.50
H -1.90 -2.55 -2.28
C 2.49 -3.26 -1.15
C 2.84 -2.69 0.18
N 2.11 -1.82 0.84
C 2.71 -1.48 2.04
C 3.90 -2.09 2.27
S 4.28 -3.14 0.99
C 2.07 -0.51 2.94
C 2.40 -0.32 4.24
S 1.48 0.95 4.90
C 0.70 1.17 3.40
N 1.08 0.34 2.47
C -0.31 2.26 3.21
H 1.46 -3.05 -1.40
H 2.65 -4.34 -1.17
H 3.12 -2.82 -1.93
H 4.56 -1.97 3.12
H 3.12 -0.87 4.84
H -0.33 2.93 4.07
H -1.31 1.84 3.09
H -0.07 2.84 2.33
Br 0.31 7.34 -0.23
C 0.17 5.48 -0.32
C 1.25 4.72 -0.73
C 1.10 3.34 -0.77
N -0.03 2.71 -0.43
C -1.06 3.47 -0.05
C -1.01 4.85 0.02
H 2.19 5.18 -1.01
H 1.93 2.73 -1.10
H -1.97 2.94 0.20
H -1.88 5.41 0.33

In order of appearance, energy relative to the best compared isomer or geometry (same formula, charge and spin) = 0.0, 16.9, 13.2, 0.0, 23.4, 6.7, 0.0 kcal per mole.